# 1
Entry from OMol25: C12B3BaO24 as an isolated structure in a non-equilibrium geometry (ωB97M-V with the def2-TZVPD basis set).

CARTESIAN COORDINATES (ANGSTROEM)
1 Ba -1.136 -3.348 -0.879
2 O 0.550 -1.100 -1.996
3 C 0.572 -0.068 -1.269
4 O 1.294 1.008 -1.413
5 B 0.888 2.042 -0.425
6 O -0.115 1.304 0.421
7 C -0.287 0.074 -0.015
8 O -1.094 -0.748 0.402
9 O 0.216 3.266 -0.984
10 C 1.014 4.264 -0.814
11 O 0.852 5.469 -1.226
12 C 2.281 3.847 -0.056
13 O 2.060 2.608 0.283
14 O 3.336 4.485 0.106
15 O -3.581 4.908 -1.489
16 C -3.344 3.879 -2.059
17 O -3.925 2.669 -2.082
18 B -3.175 1.735 -2.960
19 O -2.034 2.593 -3.460
20 C -2.063 3.817 -3.001
21 O -1.268 4.751 -3.204
22 O -2.605 0.549 -2.275
23 C -2.876 -0.601 -2.934
24 O -2.428 -1.739 -2.651
25 C -3.858 -0.244 -4.077
26 O -3.923 1.149 -4.097
27 O -4.272 -1.095 -4.853
28 O -0.574 -4.066 1.732
29 C 0.544 -3.901 2.173
30 O 1.083 -4.243 3.372
31 B 2.414 -3.581 3.568
32 O 2.743 -3.273 2.150
33 C 1.703 -3.301 1.338
34 O 1.695 -3.145 0.108
35 O 3.460 -4.412 4.194
36 C 3.637 -4.031 5.498
37 O 4.300 -4.470 6.424
38 C 2.857 -2.672 5.520
39 O 2.347 -2.411 4.389
40 O 2.716 -1.969 6.539

Output
multiplicity = 1
frontier orbital gap = 6.699 eV
HOMO = -7.0 eV
charge = -1
maximum force = 0.152 hartree/bohr
energy relative to the best compared isomer or geometry (same formula, charge and spin) = 64.9 kcal per mole

***

# 2
Entry from OMol25: an isolated ion of composition C8H15N2 and charge +1 in a non-equilibrium geometry (ωB97M-V with the def2-TZVPD basis set).

CARTESIAN COORDINATES (ANGSTROEM)
1 C 1.178 -0.985 -0.893
2 C -0.661 0.168 -1.581
3 C 0.899 -2.117 1.739
4 C 0.767 -0.056 0.094
5 C -1.852 0.555 -2.351
6 C 1.950 0.549 0.798
7 C 0.200 -1.029 1.425
8 C -1.128 1.624 0.408
9 N -0.343 0.731 -0.420
10 N 0.330 -0.685 -1.955
11 H 1.244 -2.069 0.620
12 H 1.819 -1.784 2.201
13 H -1.914 1.522 -2.718
14 H -2.755 0.405 -1.647
15 H -2.026 -0.250 -3.103
16 H 2.026 0.186 1.794
17 H 1.681 1.627 0.929
18 H 2.961 0.543 0.429
19 H -0.011 -0.203 2.163
20 H 0.585 -2.888 2.502
21 H -0.729 -1.268 1.106
22 H -0.534 2.469 0.673
23 H -2.085 1.877 -0.103
24 H -1.278 0.995 1.280
25 H 0.384 -1.087 -2.825

Output
multiplicity = 1
frontier orbital gap = 8.546 eV
HOMO = -13.1 eV
charge = +1
maximum force = 0.186 hartree/bohr
energy relative to the best compared isomer or geometry (same formula, charge and spin) = 121.6 kcal per mole